# 1
A structure of composition C28H45N2O3S3SiTa at a distorted geometry. Source: OMol25; level of theory: ωB97M-V/def2-TZVPD.

Geometry as XYZ:
```
83
Properties=species:S:1:pos:R:3
Ta 0.827 1.295 -0.686
C 4.012 0.292 -0.633
N 3.269 1.423 0.013
C 3.378 1.301 1.482
C 2.201 1.916 2.146
N 0.967 1.179 1.804
C 1.001 -0.237 2.265
C -0.166 1.893 2.392
C -0.638 1.594 3.662
C -1.673 2.339 4.211
C -2.238 3.389 3.499
C -1.773 3.682 2.228
C -0.740 2.926 1.683
S -0.150 3.306 0.083
C 3.782 2.685 -0.537
C 4.875 3.350 -0.002
C 5.365 4.496 -0.617
C 4.770 4.985 -1.771
C 3.695 4.309 -2.325
C 3.220 3.163 -1.704
S 1.956 2.230 -2.507
H 5.053 0.319 -0.309
H 3.976 0.399 -1.714
H 3.568 -0.654 -0.353
H 4.274 1.785 1.862
H 3.473 0.244 1.720
H 2.079 2.952 1.827
H 2.346 1.923 3.231
H 1.354 -0.298 3.296
H 1.654 -0.824 1.637
H 0.000 -0.652 2.191
H -0.197 0.794 4.241
H -2.025 2.104 5.207
H -3.031 3.981 3.934
H -2.199 4.498 1.657
H 5.385 2.980 0.876
H 6.224 4.997 -0.191
H 5.150 5.878 -2.247
H 3.235 4.654 -3.242
C -2.937 1.980 -1.061
C -2.872 0.527 -0.656
C -3.386 0.332 0.760
C -3.648 -0.316 -1.655
O -1.415 0.099 -0.682
Si -0.937 -1.505 -0.644
S 1.157 -1.023 -0.841
O -1.412 -2.399 -1.856
C -1.111 -2.767 -3.245
C -0.695 -1.528 -4.019
C -2.394 -3.361 -3.792
C 0.005 -3.797 -3.212
O -1.237 -2.106 0.805
C -1.189 -3.434 1.434
C 0.013 -3.456 2.362
C -2.484 -3.579 2.210
C -1.063 -4.523 0.381
H -3.980 2.268 -1.183
H -2.431 2.146 -2.016
H -2.503 2.622 -0.305
H -4.443 0.599 0.799
H -2.840 0.967 1.462
H -3.281 -0.705 1.077
H -4.669 0.057 -1.711
H -3.684 -1.366 -1.361
H -3.200 -0.252 -2.647
H -1.481 -0.771 -3.994
H -0.512 -1.791 -5.061
H 0.225 -1.104 -3.610
H -3.176 -2.604 -3.866
H -2.744 -4.161 -3.139
H -2.219 -3.778 -4.784
H 0.880 -3.405 -2.690
H 0.300 -4.055 -4.229
H -0.327 -4.706 -2.710
H -0.123 -2.770 3.200
H 0.923 -3.192 1.818
H 0.144 -4.460 2.766
H -2.600 -2.765 2.927
H -2.482 -4.523 2.756
H -3.341 -3.581 1.534
H -0.123 -4.431 -0.170
H -1.889 -4.479 -0.328
H -1.078 -5.498 0.868
```

Its net charge is +2.

Atom charges from the Löwdin analysis, given in e for atoms 1 to 8: 1.17 -0.08 -0.22 -0.16 -0.16 -0.23 -0.09 -0.29

# 2
A structure of composition C28H46BeBrN3P2S at a distorted geometry. Source: OMol25; level of theory: ωB97M-V/def2-TZVPD.

Geometry as XYZ:
```
82
Properties=species:S:1:pos:R:3
C -2.898 -5.654 -2.981
C -1.976 -4.738 -3.543
C -1.755 -4.838 -4.969
C -2.464 -5.841 -5.665
N -3.326 -6.686 -5.096
C -3.537 -6.609 -3.782
C -1.255 -3.875 -2.659
C -0.448 -3.033 -2.072
C 0.194 -2.427 -0.923
C -0.105 -1.079 -0.634
C 0.755 -0.371 0.186
C 1.769 -0.958 0.970
C 1.859 -2.347 0.900
C 1.094 -3.066 -0.030
Be -0.508 -2.958 -3.766
P -1.887 1.982 1.612
H -0.952 -4.334 -5.552
H -3.127 -5.669 -1.896
H -2.309 -6.013 -6.733
H -4.261 -7.327 -3.373
H 1.210 -4.147 -0.097
H -0.982 -0.572 -1.056
H 2.505 -2.826 1.617
H 0.606 0.691 0.329
C -0.805 3.047 2.596
C -0.576 4.492 2.122
H 0.171 2.536 2.653
H -1.200 3.057 3.621
H -0.028 5.025 2.912
H 0.042 4.554 1.214
H -1.509 5.047 1.950
C -1.512 2.381 -0.099
C -2.398 1.871 -1.256
H -0.460 2.154 -0.341
H -1.564 3.486 -0.099
H -2.399 2.627 -2.064
H -2.005 0.941 -1.695
H -3.444 1.704 -0.960
C -3.670 2.143 1.833
C -4.160 3.580 1.729
H -3.965 1.695 2.796
H -4.148 1.524 1.058
H -5.230 3.606 1.956
H -3.659 4.245 2.440
H -4.041 4.003 0.725
Br 2.696 0.089 2.164
P 3.046 0.758 -2.546
C 1.836 1.824 -1.639
C 2.272 3.287 -1.664
H 1.836 1.515 -0.587
H 0.837 1.678 -2.079
H 1.422 3.949 -1.445
H 3.049 3.473 -0.906
H 2.676 3.532 -2.654
C 4.116 0.370 -1.076
C 5.619 0.299 -1.323
H 3.744 -0.569 -0.652
H 3.913 1.142 -0.319
H 6.129 0.174 -0.362
H 5.893 -0.557 -1.946
H 6.002 1.214 -1.787
C 2.309 -0.832 -3.026
C 2.928 -1.180 -4.384
H 1.222 -0.694 -3.076
H 2.518 -1.588 -2.259
H 2.584 -2.150 -4.745
H 2.668 -0.421 -5.131
H 4.023 -1.210 -4.321
C -0.731 1.733 5.948
N -1.460 0.982 4.908
C -0.926 0.150 4.005
S -1.608 0.000 2.341
N 0.117 -0.624 4.311
C 0.671 -0.806 5.645
H 0.280 2.004 5.603
H -0.677 1.147 6.876
H -1.285 2.658 6.141
H -2.373 1.360 4.615
H 0.557 -1.119 3.531
H 1.171 -1.777 5.690
H 1.421 -0.038 5.888
H -0.138 -0.800 6.385
```

Its net charge is +2.

Atom charges from the Löwdin analysis, given in e for atoms 1 to 8: 0.00 -0.25 -0.01 -0.12 0.07 -0.11 -0.14 -0.09

Record order is preserved below.
Relative energy (zero: lowest compared OMol25 entry of this formula, charge and spin): 0.0; 132.5 kcal/mol
Record order is preserved below.
Energy: -80817.3614; -134088.3183 eV
Record order is preserved below.
HOMO: -14.481; -10.424 eV